113
Properties=species:S:1:pos:R:3:lowdin_spin:R:1 method="wB97M-V/def2-TZVPD" homo_lumo_gap_ha="0.3063 / 0.3473" lumo_ev="0.01 / 0.01" s_squared=0.75 e_homo_ev="-8.33 / -9.45" total_charge=0 multiplicity=2
C -3.4631 1.5668 -1.0823 0.0000
C -2.1266 1.8082 -0.3580 0.0000
C -1.3490 0.5541 0.1142 0.0001
C -2.3413 -0.5658 0.4187 0.0002
C -0.1122 0.0924 -0.7167 0.0015
N 1.0399 -0.1000 0.2944 0.0013
C 0.8253 -1.1175 1.2364 0.0004
O 1.2600 -2.2469 1.1602 0.0002
F 0.0946 -0.7713 2.3103 0.0001
C 1.6230 1.0634 0.8127 0.0003
O 2.7871 1.1442 1.1339 0.0000
F 0.8392 2.1425 0.9463 0.0006
C -0.2169 -1.2807 -1.4045 0.0144
C -0.5867 -1.3582 -2.8906 0.0243
C -0.0175 -2.6956 -3.3768 -0.0019
C -2.0921 -1.4473 -3.2261 0.0067
N 0.0419 -0.3070 -3.7391 0.3697
O 1.1671 -0.6263 -4.2443 0.5323
C -0.0063 1.0648 -3.1748 0.0259
C -1.3178 1.7758 -3.4800 0.0036
C 1.0362 1.8957 -3.9408 -0.0017
C 0.4822 1.0910 -1.7222 0.0160
H -4.2267 1.3942 -0.3433 0.0000
H -3.7280 2.4960 -1.5649 0.0000
H -3.4269 0.7551 -1.7854 0.0000
H -2.4272 2.3258 0.5451 0.0000
H -1.5228 2.5239 -0.8932 0.0000
H -1.0202 0.8183 1.1025 0.0000
H -2.7407 -1.0573 -0.4537 0.0000
H -1.8686 -1.3305 1.0059 0.0001
H -3.1228 -0.1752 1.0466 0.0000
H -0.8344 -1.9928 -0.8749 0.0011
H 0.7771 -1.6992 -1.3591 0.0006
H -0.1261 -2.8096 -4.4428 -0.0004
H -0.6027 -3.4823 -2.9203 -0.0003
H 1.0042 -2.8503 -3.0664 0.0003
H -2.2987 -0.8132 -4.0746 0.0021
H -2.7637 -1.1490 -2.4323 0.0002
H -2.3586 -2.4437 -3.5366 -0.0001
H -2.1960 1.1633 -3.3808 0.0003
H -1.4094 2.7081 -2.9530 -0.0002
H -1.2798 2.0520 -4.5262 0.0006
H 0.8080 2.9242 -3.6911 -0.0003
H 0.9177 1.7996 -5.0054 -0.0004
H 2.0424 1.7121 -3.6016 0.0004
H 0.4342 2.1140 -1.3833 0.0012
H 1.5333 0.8418 -1.8012 0.0011
C -4.0861 -2.9514 5.1310 0.0000
C -4.5553 -1.5310 4.9061 0.0000
O -4.2942 -1.2899 3.5164 0.0000
S -4.4825 -2.6495 2.6875 0.0000
O -5.7734 -2.6663 2.1080 0.0000
O -3.3131 -2.8498 1.9161 0.0000
O -4.4706 -3.6505 3.9367 0.0000
H -3.0000 -3.0022 5.2277 0.0000
H -4.5510 -3.4124 5.9975 0.0000
H -4.0197 -0.8114 5.5180 0.0000
H -5.6294 -1.4310 5.0767 0.0000
C 2.0163 -2.0483 5.2314 0.0000
C 2.6411 -0.8428 5.9003 0.0000
O 1.5187 -0.0420 6.3062 0.0000
S 0.2922 -0.9950 6.6905 0.0000
O 0.2638 -1.1724 8.0975 0.0000
O -0.8522 -0.5641 5.9766 0.0000
O 0.8548 -2.3340 6.0276 0.0000
H 1.6894 -1.8223 4.2153 0.0000
H 2.6784 -2.9086 5.2164 0.0000
H 3.2825 -0.2766 5.2319 0.0000
H 3.2025 -1.1257 6.7932 0.0000
C 1.5090 5.1787 -0.0490 0.0000
C 1.1182 6.6289 -0.2362 0.0000
O 1.4469 6.9119 -1.6049 0.0000
S 1.2253 5.6000 -2.4934 0.0000
O -0.0455 5.6624 -3.1133 0.0000
O 2.4071 5.3604 -3.2376 0.0000
O 1.1408 4.5486 -1.2851 0.0000
H 2.5862 5.0672 0.0871 0.0000
H 0.9886 4.7067 0.7787 0.0000
H 1.6611 7.2982 0.4241 0.0000
H 0.0444 6.7757 -0.1034 0.0000
C 1.8829 -1.1309 11.0835 0.0000
C 1.3231 0.0805 11.7943 0.0000
O 1.0993 -0.3697 13.1370 0.0000
S 2.2112 -1.4547 13.5346 0.0000
O 3.2483 -0.8144 14.2550 0.0000
O 1.5531 -2.6020 14.0361 0.0000
O 2.7414 -1.7523 12.0512 0.0000
H 1.0946 -1.8352 10.8150 0.0000
H 2.4494 -0.8677 10.1956 0.0000
H 0.3947 0.4311 11.3542 0.0000
H 2.0461 0.8988 11.8224 0.0000
C 3.0423 4.8668 -8.0613 0.0000
C 2.7729 4.2032 -6.7283 0.0000
O 1.4330 3.7084 -6.8481 0.0000
S 1.1465 3.2747 -8.3627 0.0000
O 1.3388 1.8777 -8.4914 0.0000
O -0.0448 3.9065 -8.7905 0.0000
O 2.4064 4.0154 -9.0240 0.0000
H 2.5805 5.8545 -8.1167 0.0000
H 4.1031 4.9486 -8.2800 0.0000
H 2.8432 4.8916 -5.8906 0.0000
H 3.4393 3.3544 -6.5596 0.0000
C 1.4154 -6.4086 -7.0962 0.0000
C 0.5908 -5.2154 -7.5294 0.0000
O -0.7478 -5.5537 -7.1422 0.0000
S -0.7168 -6.4333 -5.8033 0.0000
O -0.9368 -5.5855 -4.6911 0.0000
O -1.4846 -7.6014 -6.0175 0.0000
O 0.8423 -6.8057 -5.8440 0.0000
H 1.3191 -7.2387 -7.7988 0.0000
H 2.4653 -6.1641 -6.9637 0.0000
H 0.6369 -5.0385 -8.5996 0.0000
H 0.8861 -4.3089 -6.9965 0.0000

84
Properties=species:S:1:pos:R:3:lowdin_charge:R:1 method="wB97M-V/def2-TZVPD" homo_lumo_gap_ha=0.2784 lumo_ev=0.23 e_homo_ev=-7.34 relative_energy_kj_mol=0.0 total_charge=0
O -1.6129 -1.7398 -0.8500 -0.3108
O 0.7872 1.4498 -4.7120 -0.1719
C -0.7695 -2.9149 -1.2069 -0.1970
C -1.5963 -4.1680 -1.3794 -0.0597
H -0.0816 -3.0203 -0.3533 0.1039
H -0.2177 -2.6359 -2.1057 0.1130
H -2.0848 -4.4613 -0.4417 0.0843
H -0.9150 -4.9725 -1.6572 0.0833
H -2.3621 -4.0986 -2.1587 0.0753
C -2.0825 -0.8575 -1.9201 -0.2002
C -1.8803 -1.3766 -3.3179 -0.0664
H -1.5744 0.1032 -1.7751 0.1153
H -3.1492 -0.7055 -1.7137 0.1210
H -0.8687 -1.1529 -3.6726 0.0814
H -2.5865 -0.8468 -3.9656 0.0916
H -2.0901 -2.4451 -3.4336 0.0723
C 0.4102 2.5605 -3.9015 -0.2865
C 2.1910 1.2090 -4.7343 -0.2896
C -1.0517 2.8751 -4.1621 -0.0753
H 1.0126 3.4562 -4.1542 0.1202
H 0.5733 2.3454 -2.8298 0.1155
H -1.1946 3.1295 -5.2174 0.0792
H -1.3628 3.7334 -3.5649 0.0773
H -1.7126 2.0330 -3.9301 0.0635
C 2.5195 0.3310 -5.9273 -0.0800
H 2.5089 0.7093 -3.8030 0.1119
H 2.7557 2.1550 -4.8189 0.1185
H 1.9177 -0.5818 -5.9520 0.0741
H 3.5723 0.0566 -5.9015 0.0725
H 2.3337 0.8857 -6.8522 0.0775
H 2.6983 0.2653 0.6995 0.0035
Zn -1.4242 -1.2122 0.9634 0.6297
C 3.4002 0.3062 -0.1104 -0.1776
Si 4.9055 1.1617 0.6457 0.4637
H 3.6555 -0.7001 -0.4762 0.0316
H 2.9895 0.8801 -0.9530 0.0148
C 6.5560 0.6002 -0.0746 -0.1965
C 4.7561 0.7228 2.4764 -0.1950
C 4.6784 3.0126 0.3757 -0.1914
C -3.3670 -1.5855 1.5040 -0.3275
Si -4.5652 -0.1451 1.3900 0.4074
H -3.3253 -1.8742 2.5750 -0.0165
H -3.7415 -2.4692 0.9515 -0.0223
C -6.2085 -0.6483 0.6043 -0.1978
C -3.9432 1.2826 0.3268 -0.1904
C -4.7357 0.5173 3.1492 -0.1963
H 4.3385 3.2076 -0.6531 0.0265
H 5.6074 3.5802 0.5412 0.0282
H 3.9142 3.4063 1.0613 0.0295
H 6.6576 -0.4948 -0.0682 0.0266
H 7.4004 1.0056 0.5039 0.0285
H 6.6745 0.9386 -1.1139 0.0275
H 4.5773 -0.3545 2.6111 0.0302
H 3.9104 1.2684 2.9228 0.0285
H 5.6683 0.9857 3.0285 0.0252
H -4.5842 1.4107 -0.5578 0.0249
H -2.9165 1.0930 -0.0099 -0.0262
H -3.9409 2.2230 0.8925 0.0343
H -5.4834 1.3229 3.2151 0.0259
H -3.7639 0.9123 3.4891 0.0253
H -5.0343 -0.2938 3.8289 0.0260
H -7.0556 -0.0864 1.0292 0.0247
H -6.3961 -1.7207 0.7524 0.0203
H -6.1847 -0.4516 -0.4790 0.0173
F -0.6849 4.0579 1.7456 0.0304
C -0.5082 2.7724 2.2050 -0.2386
C -0.7096 1.7258 1.2983 -0.0699
C -0.6590 0.4404 1.7973 -0.1477
C -0.2015 0.1505 3.0800 -0.1519
C -0.1220 1.2499 3.9708 -0.1845
F -0.1983 1.0004 5.3278 0.0313
C -0.2227 2.5699 3.5531 0.0531
C 0.1350 -1.2471 3.4038 -0.1946
C 0.8653 -1.6126 4.5371 0.0066
C 1.2571 -2.9414 4.7125 -0.0451
C 0.9289 -3.8714 3.7220 -0.0639
C 0.1918 -3.4525 2.6094 -0.1035
N -0.1854 -2.1677 2.4542 0.0475
H -0.9460 1.9351 0.2584 0.0934
H -0.1045 3.4031 4.2349 0.1281
H 1.1023 -0.8284 5.2510 0.1134
H 1.8048 -3.2386 5.6014 0.1094
H 1.2348 -4.9109 3.7923 0.1011
H -0.0846 -4.1563 1.8166 0.1090

Number 1: F_max 0.0685 hartree/bohr. Number 2: F_max 0.0578 hartree/bohr.